{
  "formula": "C14H8CrF5N2O4S3Se",
  "method": "the ωB97M-V functional and the def2-TZVPD basis",
  "e_tot_ev": -165679.0783,
  "charge": 0,
  "multiplicity": 4,
  "orbital_gap_ha": [0.26477, 0.26836],
  "e_above_lowest_kcal_mol": 0.0,
  "symbols": ["Cr", "O", "S", "O", "O", "O", "C", "C", "N", "C", "C", "S", "C", "C", "S", "C", "N", "C", "H", "H", "H", "H", "H", "H", "H", "H", "F", "C", "C", "F", "C", "F", "C", "Se", "C", "F", "C", "F"],
  "positions_angstrom": [[0.44546, 0.45825, 0.15082], [2.07569, 2.53332, 2.58710], [1.70297, 1.14590, 2.37946], [1.95152, 0.20000, 3.46918], [2.22401, 0.54937, 0.98238], [0.13751, 1.15685, 1.95864], [-2.72097, -1.64556, -0.08418], [-2.64072, -0.11449, -0.17824], [-1.63593, 0.69841, -0.46107], [-2.01943, 2.06571, -0.51398], [-3.33948, 2.23922, -0.17993], [-4.08452, 0.75918, 0.26148], [-0.95669, 3.02457, -0.75862], [-1.00163, 4.42245, -0.76269], [0.61498, 5.11102, -0.66885], [1.29352, 3.50395, -0.57415], [0.40316, 2.51126, -0.63356], [2.75452, 3.46253, -0.33400], [-3.77291, -1.90184, 0.02365], [-2.26878, -1.99355, 0.84189], [-2.33214, -2.18666, -0.93510], [-3.94910, 3.12643, -0.29744], [-1.90703, 5.02360, -0.86918], [3.19304, 4.40860, -0.72574], [3.26609, 2.59854, -0.84496], [2.91818, 3.47919, 0.75750], [0.19597, -6.15476, 0.78234], [0.51587, -4.95050, 0.20293], [1.19689, -4.91211, -1.00449], [1.34395, -6.15270, -1.62543], [1.48428, -3.71861, -1.56709], [1.89192, -3.66396, -2.85094], [1.20334, -2.49173, -0.85329], [1.51789, -0.93005, -1.88597], [0.51721, -2.55730, 0.31864], [0.03242, -1.38084, 0.97747], [0.18635, -3.78523, 0.86089], [-0.43738, -3.93845, 2.05453]],
  "atomic_forces_ev_per_a": [[1.0, 1.2, -0.4], [0.2, -1.1, -0.3], [-1.2, -0.9, 0.3], [-0.3, 1.5, -1.8], [-1.2, 0.8, 1.2], [1.6, -0.6, -0.4], [-0.2, 1.1, 0.6], [-0.2, 0.3, 0.5], [-0.3, -0.2, 0.3], [-0.9, -1.6, 0.4], [0.5, 0.2, -0.4], [0.8, -0.1, -1.1], [2.4, 2.0, 0.9], [0.3, -1.7, -0.4], [-1.3, -1.6, -0.2], [-1.4, -0.3, 0.0], [-0.6, 1.3, 0.2], [1.0, -0.1, -0.6], [-0.1, 0.0, -0.2], [0.3, 0.0, -0.1], [0.3, 0.2, -0.2], [0.3, 0.0, 0.4], [0.5, -0.2, 0.2], [-0.2, -0.7, 0.1], [-0.6, 0.8, 0.8], [0.0, -0.4, -0.4], [0.4, 1.5, -0.8], [-0.2, -1.0, 1.1], [-0.7, -3.0, -0.5], [0.1, 2.2, 0.6], [0.0, 1.6, 0.0], [0.1, 0.0, 1.0], [0.3, -0.4, -2.3], [-0.7, 1.0, 1.0], [-0.2, 0.1, 0.6], [0.8, -1.5, -0.8], [-0.6, -0.9, 1.4], [0.3, 0.6, -0.7]],
  "nbo_charge": [1.305, -0.955, 2.488, -0.914, -0.927, -0.967, -0.666, 0.143, -0.532, 0.177, -0.427, 0.494, 0.076, -0.385, 0.473, 0.185, -0.498, -0.697, 0.236, 0.253, 0.256, 0.256, 0.253, 0.228, 0.265, 0.306, -0.288, 0.258, 0.282, -0.298, 0.331, -0.285, -0.270, -0.123, 0.238, -0.309, 0.330, -0.292]
}